No. 1
A structure of composition C24H42BI3N7O4PS3 in a non-equilibrium geometry. Source: OMol25; level of theory: ωB97M-V/def2-TZVPD.

Geometry (Å):
C -1.15284 4.82411 -0.63919
C -1.41665 3.72218 -0.22347
C -1.68656 2.36014 0.28597
N -0.89871 1.24870 -0.20329
C -1.49118 0.07324 -0.60951
N -2.54145 -0.51535 -0.10062
N -3.10569 0.06331 1.06663
C -3.06358 -0.86207 2.23283
C -2.95003 0.03615 3.49870
C -4.19137 0.96600 3.70086
P -3.47521 -1.96649 -0.61464
C -2.54359 -3.24942 -1.54262
C -4.61226 -1.24657 -1.94016
C -5.85118 -2.21829 -1.99408
N -0.83648 -0.55436 -1.68265
S -1.45874 -0.21910 -3.23220
C 0.64193 -0.79537 -1.50329
O 1.11857 -1.07614 -2.82011
B 0.81785 -2.23995 -0.78113
O 1.80617 -3.15369 -1.16139
O 0.02933 -2.67217 0.27405
C 1.42831 0.41346 -0.85932
C 2.75475 0.09420 -0.13383
C 3.78734 -0.92242 -0.72388
C 5.25576 -0.36783 -0.76734
S 6.35789 -1.17940 0.46086
C 6.16324 -2.96035 0.22247
S 6.90316 -3.83799 -0.90598
N 5.24293 -3.60795 1.11725
C 5.33436 -3.53607 2.47639
C 4.25285 -4.24699 2.97116
N 3.55187 -4.74225 1.89482
C 4.14049 -4.35231 0.80272
C 1.60624 1.44128 -2.04113
I 3.36542 1.11897 -3.32588
C 1.70733 2.97120 -1.71287
C 3.09635 3.59326 -1.38717
I 1.14619 3.97206 -3.61621
C 0.45404 0.96858 0.27842
N 0.21811 -0.06135 1.32356
I 1.36308 2.53514 1.55980
H -0.84688 5.82383 -0.90311
H -2.75244 2.19055 0.05033
H -1.67215 2.41577 1.39513
H -4.05087 0.35947 0.83820
H -4.05192 -1.35681 2.28952
H -2.23578 -1.57832 2.14072
H -2.05504 0.68820 3.45148
H -2.83185 -0.61094 4.38328
H -4.75195 0.70446 4.61391
H -3.89579 2.02609 3.76635
H -4.88811 0.84612 2.85256
H -1.82110 -2.92518 -2.30531
H -2.06666 -3.92670 -0.81448
H -3.29303 -3.87899 -2.06496
H -4.91150 -0.21694 -1.69214
H -4.09900 -1.33976 -2.90776
H -6.27044 -2.16583 -3.01022
H -5.48439 -3.25322 -1.86433
H -6.59563 -1.96421 -1.22680
H -1.89435 1.08375 -3.27091
H 0.84794 -1.96201 -3.09542
H 2.27058 -3.44101 -0.36010
H 0.18726 -3.61470 0.42727
H 3.31657 1.04644 -0.08252
H 2.66092 -0.18313 0.93155
H 3.84078 -1.80831 -0.06339
H 3.52289 -1.32609 -1.71334
H 5.31156 0.71201 -0.55546
H 5.72035 -0.50592 -1.75907
H 6.14351 -2.99408 2.96207
H 4.03933 -4.37835 4.02998
H 3.79595 -4.60163 -0.20018
H 0.77553 1.35859 -2.75894
H 0.96756 3.40021 -1.03101
H 2.91370 4.44039 -0.69437
H 3.82300 2.93372 -0.88969
H 3.60215 4.04738 -2.25278
H -0.59350 0.25558 1.85972
H 0.95864 -0.06272 2.01886
C -2.99395 6.79142 1.60971
O -3.41599 6.84301 2.87067
H -3.78215 6.72523 0.80791
H -2.37899 7.65953 1.23849
H -2.33276 5.92500 1.33406

Its charge is 0. As for the LUMO energy: -1.864 eV. The calculation puts the highest occupied orbital energy at -3.9 eV.

These are the Löwdin partial charges, in e, on atoms 1 to 6:
1 C 0.104
2 C -0.136
3 C -0.214
4 N -0.007
5 C -0.327
6 N -0.160


No. 2
A structure of composition C24H42BN10PtS in a non-equilibrium geometry. Source: OMol25; level of theory: ωB97M-V/def2-TZVPD.

Geometry (Å):
Pt 0.21918 0.23722 0.13192
C 4.03771 -2.76154 -1.42496
C 3.68376 -1.45620 -0.69784
C 3.05010 -0.48776 -1.69056
C 2.85301 -1.79192 0.51564
C 3.23824 -2.70332 1.51829
C 2.13719 -2.83521 2.33149
N 1.16789 -2.03738 1.85480
N 1.60971 -1.38757 0.75433
B -0.29869 -1.89760 2.32338
N -0.65369 -0.50976 2.91836
C -1.02032 -0.19508 4.16863
C -1.34136 1.14473 4.19640
C -1.16104 1.59652 2.87239
N -0.72824 0.57908 2.12794
C -1.53120 2.97304 2.37825
C -1.30219 3.22075 0.89203
C -3.00612 3.23637 2.71424
N -1.18832 -2.07650 1.07077
C -2.11667 -3.00477 0.82495
C -2.66661 -2.77760 -0.41509
C -2.01151 -1.64765 -0.91276
N -1.11844 -1.23762 -0.00185
C -2.22150 -0.96227 -2.22561
C -3.65119 -0.42759 -2.32418
C -1.90620 -1.91462 -3.38023
H 4.72833 -2.56123 -2.24439
H 3.13419 -3.21329 -1.83823
H 4.50154 -3.49045 -0.76229
H 4.62294 -1.01496 -0.33803
H 2.12756 -0.90047 -2.10297
H 3.74635 -0.32846 -2.51629
H 2.83517 0.47866 -1.24018
H 4.17550 -3.22664 1.60019
H 1.96158 -3.45687 3.19378
H -0.51421 -2.72995 3.15952
H -1.04937 -0.94830 4.93844
H -1.70644 1.71155 5.03548
H -0.92670 3.69282 2.94132
H -1.89548 2.53483 0.28429
H -0.25383 3.11976 0.61852
H -1.61589 4.23914 0.65498
H -3.64704 2.57477 2.12817
H -3.26725 4.26762 2.47639
H -3.22656 3.06698 3.76701
H -2.32296 -3.76629 1.55747
H -3.43817 -3.34781 -0.90049
H -1.53374 -0.12620 -2.26698
H -4.37323 -1.24645 -2.32237
H -3.78357 0.13263 -3.25048
H -3.88817 0.23045 -1.48705
H -2.60409 -2.75407 -3.39315
H -0.89642 -2.31873 -3.29759
H -1.99138 -1.39448 -4.33497
C 1.73443 3.06724 -4.10914
N 0.51136 3.12773 -3.30957
C -0.17591 4.41307 -3.18871
C 0.26249 2.17986 -2.44181
N 0.00878 1.32001 -1.71061
H 1.51043 3.39664 -5.12265
H 2.09617 2.04289 -4.13923
H 2.50505 3.71223 -3.68249
H -0.44258 4.76576 -4.18389
H 0.46871 5.15020 -2.70601
H -1.08136 4.28509 -2.60158
C 2.22899 0.80020 4.93514
N 1.89495 1.09711 3.54794
C 2.62617 1.02320 2.44990
S 2.05270 1.75345 0.96934
N 3.80755 0.42414 2.38017
C 4.64614 -0.17159 3.41284
H 1.32268 0.95398 5.51348
H 2.99926 1.46976 5.31603
H 2.53788 -0.23143 5.07197
H 1.02008 1.58598 3.40386
H 4.20870 0.49516 1.45787
H 4.98076 0.56239 4.14340
H 5.52091 -0.58029 2.91446
H 4.13962 -0.99182 3.91215

Its charge is +1. As for the LUMO energy: -2.466 eV. The relative energy (zero: lowest compared OMol25 entry of this formula, charge and spin) is 0.000 eV. The calculation puts the highest occupied orbital energy at -10.4 eV.

These are the Löwdin partial charges, in e, on atoms 1 to 6:
1 Pt 0.967
2 C -0.056
3 C -0.365
4 C -0.111
5 C -0.284
6 C -0.024


- Which of these has the lowest charge?
  C24H42BI3N7O4PS3


- What is the formula in the first record?
  C24H42BI3N7O4PS3